Density functional theory data (the ωB97M-V functional and the def2-TZVPD basis) for a cluster of 2 separate species, C5H14O in total at a distorted geometry.

## Properties
net charge	0
calculated total energy	-7457.7854	eV
ΔE to the lowest compared entry with this formula, charge and spin	46.1	kcal per mole
structure (SMILES)	CCCCC.O
lowest unoccupied orbital energy	0.65	eV
HOMO	-9.79	eV

Element x y z (Å)
C  0.422  1.453  2.918
C  1.082  0.784  1.745
C  0.004  0.188  0.776
C  0.494  -0.418  -0.528
C  -0.551  -0.809  -1.537
H  -0.220  2.225  2.589
H  -0.279  0.736  3.393
H  1.211  1.749  3.654
H  1.749  0.032  2.038
H  1.744  1.495  1.186
H  -0.516  -0.553  1.411
H  -0.776  0.929  0.586
H  1.180  -1.272  -0.288
H  1.141  0.427  -0.926
H  -1.302  0.021  -1.658
H  -0.177  -1.025  -2.602
H  -1.110  -1.741  -1.184
H  -1.187  -1.377  -4.597
H  -1.816  -1.656  -3.250
O  -1.093  -1.187  -3.726

How is the electron density shared among the atoms? According to natural (NBO), the charges in e are: -0.60, -0.39, -0.39, -0.40, -0.66, 0.20, 0.20, 0.21, 0.19, 0.18, 0.18, 0.19, 0.19, 0.19, 0.19, 0.29, 0.17, 0.47, 0.49, -0.92

---

Density functional theory data (the ωB97M-V functional and the def2-TZVPD basis) for a structure of composition C57H58ClN5O5Pt at a distorted geometry.

## Properties
net charge	0
calculated total energy	-93507.4600	eV
lowest unoccupied orbital energy	-1.15	eV
HOMO	-7.49	eV

Element x y z (Å)
Pt  -1.107  0.128  -2.130
C  1.881  3.109  -2.251
C  1.231  4.169  -2.917
C  -0.026  3.977  -3.414
C  -0.687  2.737  -3.234
N  -0.010  1.713  -2.603
C  1.220  1.910  -2.138
C  -2.014  2.431  -3.610
C  -2.836  3.222  -4.450
C  -4.074  2.787  -4.819
C  -4.530  1.530  -4.358
C  -3.715  0.802  -3.527
N  -2.513  1.223  -3.122
H  2.870  3.235  -1.844
H  1.726  5.121  -3.024
H  -0.537  4.778  -3.923
H  1.683  1.048  -1.675
H  -2.455  4.162  -4.816
H  -4.703  3.381  -5.465
H  -5.498  1.154  -4.649
H  -4.031  -0.165  -3.152
C  -0.198  -5.090  1.972
C  0.295  -3.774  1.379
C  1.565  -3.326  2.133
O  0.536  -3.910  -0.004
C  0.446  -2.586  -0.486
C  -0.774  -2.003  0.296
O  -0.714  -2.777  1.490
C  -2.248  -1.873  -0.263
O  -2.280  -1.395  -1.550
C  -2.927  -0.871  0.705
C  -3.650  0.201  0.200
C  -4.321  1.064  1.050
C  -4.259  0.879  2.418
C  -3.526  -0.177  2.931
C  -2.878  -1.055  2.082
C  -3.104  -3.147  -0.230
C  -2.568  -4.422  -0.323
C  -3.383  -5.541  -0.250
C  -4.754  -5.407  -0.144
C  -5.306  -4.138  -0.139
C  -4.490  -3.021  -0.166
C  0.624  -2.265  -1.989
O  0.603  -0.879  -1.965
C  -0.351  -2.955  -2.936
C  -0.527  -4.332  -2.867
C  -1.421  -4.968  -3.709
C  -2.158  -4.240  -4.627
C  -1.941  -2.879  -4.742
C  -1.012  -2.251  -3.934
C  2.007  -2.673  -2.522
C  2.572  -1.864  -3.503
C  3.798  -2.175  -4.059
C  4.472  -3.316  -3.659
C  3.918  -4.123  -2.682
C  2.695  -3.806  -2.113
H  0.463  -5.890  1.659
H  -1.205  -5.308  1.634
H  -0.204  -5.018  3.055
H  2.335  -4.085  2.029
H  1.323  -3.181  3.183
H  1.948  -2.390  1.737
H  1.302  -2.027  -0.062
H  -0.516  -0.965  0.540
H  -3.707  0.353  -0.868
H  -4.914  1.869  0.638
H  -4.773  1.556  3.082
H  -3.472  -0.330  4.001
H  -2.325  -1.885  2.486
H  -1.510  -4.553  -0.454
H  -2.939  -6.525  -0.286
H  -5.388  -6.280  -0.075
H  -6.380  -4.013  -0.118
H  -4.938  -2.039  -0.132
H  0.038  -4.910  -2.152
H  -1.548  -6.039  -3.641
H  -2.883  -4.732  -5.260
H  -2.495  -2.294  -5.461
H  -0.798  -1.197  -4.091
H  2.041  -0.975  -3.811
H  4.227  -1.526  -4.809
H  5.420  -3.575  -4.109
H  4.443  -5.009  -2.356
H  2.280  -4.437  -1.343
C  2.859  0.175  3.181
C  2.789  1.198  4.314
C  4.182  1.828  4.463
C  2.484  0.434  5.611
C  1.689  2.289  4.061
O  1.461  3.007  5.261
C  2.034  3.277  2.918
C  2.743  4.580  3.312
C  2.784  5.411  2.063
C  3.909  5.430  1.250
C  3.893  6.096  0.037
C  2.738  6.742  -0.367
Cl  2.700  7.554  -1.895
C  1.606  6.741  0.433
C  1.638  6.076  1.643
C  0.291  1.659  3.763
N  -0.202  1.760  2.418
C  0.171  1.159  1.277
N  -0.614  1.530  0.287
C  -1.467  2.393  0.872
N  -1.248  2.556  2.152
H  3.668  -0.524  3.382
H  3.056  0.647  2.222
H  1.941  -0.400  3.113
H  4.898  1.047  4.708
H  4.225  2.564  5.264
H  4.512  2.292  3.537
H  3.322  -0.216  5.853
H  1.597  -0.185  5.509
H  2.324  1.116  6.440
H  2.298  3.386  5.553
H  1.097  3.598  2.460
H  2.615  2.773  2.147
H  3.751  4.402  3.682
H  2.162  5.090  4.082
H  4.804  4.912  1.563
H  4.768  6.110  -0.595
H  0.712  7.249  0.110
H  0.755  6.061  2.266
H  -0.421  2.223  4.371
H  0.265  0.615  4.074
H  1.008  0.504  1.182
H  -2.240  2.897  0.333

Löwdin population analysis, charges in e, atoms 1 to 99: 1.24, -0.01, -0.05, 0.01, -0.18, -0.07, -0.12, -0.17, 0.00, -0.05, -0.02, -0.11, -0.05, 0.11, 0.07, 0.11, 0.11, 0.11, 0.11, 0.11, 0.12, 0.03, -0.56, 0.02, -0.04, -0.16, -0.14, -0.03, -0.40, -0.29, -0.16, -0.07, -0.10, -0.10, -0.08, -0.01, -0.09, -0.03, -0.08, -0.10, -0.08, -0.01, -0.41, -0.33, -0.14, -0.03, -0.08, -0.09, -0.08, -0.07, -0.12, -0.02, -0.08, -0.10, -0.08, -0.02, 0.09, 0.07, 0.09, 0.09, 0.09, 0.06, 0.15, 0.10, 0.08, 0.10, 0.10, 0.10, 0.11, 0.09, 0.10, 0.10, 0.10, 0.11, 0.11, 0.10, 0.10, 0.10, 0.08, 0.11, 0.10, 0.10, 0.10, 0.11, -0.05, -0.51, -0.04, -0.03, -0.41, -0.01, -0.09, -0.13, -0.24, -0.03, -0.11, -0.68, 0.67, -0.10, -0.03

---

Density functional theory data (the ωB97M-V functional and the def2-TZVPD basis) for a structure of composition C33H65AlBrCaClCsF3N2O16PS3 at a distorted geometry.

## Properties
net charge	+1
calculated total energy	-229087.2446	eV
lowest unoccupied orbital energy	-7.21	eV
HOMO	-8.73	eV

Element x y z (Å)
C  -1.086  3.173  2.668
C  -1.896  1.895  2.450
C  -0.904  0.747  2.305
O  -1.433  -0.549  2.246
C  -2.201  -0.863  1.080
C  -3.678  -1.120  1.490
P  -4.088  -0.652  3.236
C  -3.738  -2.129  4.250
C  -5.895  -0.447  3.246
O  -4.153  -2.493  1.306
S  -3.929  -3.278  -0.039
O  -5.053  -3.137  -0.899
O  -3.577  -4.610  0.314
C  -2.511  -2.440  -0.852
C  -1.948  -3.517  -1.808
O  -1.800  -3.103  -3.178
C  -0.463  -3.151  -3.591
C  -3.207  -1.297  -1.602
O  -2.334  -0.373  -2.272
C  -2.975  0.881  -2.688
C  -3.904  0.836  -4.039
O  -2.682  1.858  -2.047
C  -1.521  -2.040  0.336
C  -0.063  -1.679  -0.098
C  0.293  -0.283  -0.622
C  1.656  0.174  -0.080
C  1.957  1.624  -0.452
C  2.252  1.891  -1.929
C  3.284  0.968  -2.558
C  3.325  1.196  -4.130
C  2.775  -0.117  -4.794
O  2.765  -0.063  -6.193
C  1.834  0.804  -6.745
C  2.376  1.570  -7.904
O  0.717  0.892  -6.323
N  -1.377  -3.094  1.312
C  -0.698  -4.337  1.090
C  -0.775  -5.177  2.359
H  -1.708  4.063  2.714
H  -0.627  3.064  3.677
H  -0.252  3.276  1.972
H  -2.521  1.758  3.324
H  -2.501  2.056  1.557
H  -0.245  0.980  1.467
H  -0.265  0.752  3.194
H  -2.217  0.029  0.455
H  -4.335  -0.469  0.910
H  -4.558  -2.844  4.228
H  -3.556  -1.791  5.266
H  -2.849  -2.650  3.902
H  -6.436  -1.290  2.818
H  -6.171  -0.347  4.294
H  -6.140  0.477  2.732
H  -0.973  -3.860  -1.479
H  -2.589  -4.394  -1.820
H  0.018  -4.117  -3.426
H  -0.459  -2.995  -4.671
H  0.156  -2.348  -3.174
H  -3.907  -0.718  -1.008
H  -3.840  -1.746  -2.363
H  -3.980  1.864  -4.412
H  -3.405  0.248  -4.854
H  -4.865  0.366  -3.800
H  0.302  -2.412  -0.813
H  0.529  -1.849  0.798
H  0.484  -0.369  -1.695
H  -0.454  0.492  -0.485
H  1.624  0.074  1.004
H  2.418  -0.511  -0.449
H  1.075  2.211  -0.189
H  2.788  1.969  0.162
H  1.359  1.887  -2.543
H  2.656  2.898  -2.006
H  3.058  -0.098  -2.405
H  4.240  1.216  -2.079
H  2.716  2.052  -4.389
H  4.368  1.411  -4.422
H  1.776  -0.311  -4.407
H  3.371  -0.991  -4.452
H  1.616  1.584  -8.678
H  2.588  2.576  -7.546
H  3.286  1.108  -8.268
H  -1.928  -3.023  2.144
H  0.368  -4.229  0.860
H  -1.122  -4.958  0.297
H  -0.338  -6.157  2.200
H  -0.182  -4.688  3.133
H  -1.798  -5.235  2.725
O  -5.589  0.864  6.781
C  -4.999  0.488  7.755
O  -3.823  -0.162  7.583
C  -2.964  -0.513  8.675
C  -3.355  -1.831  9.309
C  -5.572  0.639  9.143
H  -2.919  0.297  9.404
H  -1.972  -0.596  8.232
H  -4.350  -1.785  9.749
H  -2.645  -2.101  10.091
H  -3.364  -2.620  8.558
H  -6.253  -0.191  9.328
H  -6.136  1.567  9.173
H  -4.830  0.674  9.936
Cs  -1.033  0.610  -3.733
N  7.802  0.589  -0.206
S  8.218  -0.189  1.183
O  9.075  -1.278  0.938
O  7.167  -0.195  2.128
F  9.176  0.939  1.734
S  6.889  -0.197  -1.102
O  6.814  0.403  -2.459
O  5.592  -0.652  -0.693
F  7.642  -1.531  -1.463
Ca  5.296  -0.389  -3.736
C  6.421  4.881  -4.168
C  5.406  4.747  -5.312
C  4.209  5.701  -5.117
O  5.018  3.503  -5.470
H  5.945  4.561  -3.241
H  7.302  4.268  -4.356
H  6.753  5.913  -4.047
H  5.894  5.211  -6.218
H  3.694  5.334  -4.150
H  3.474  5.677  -5.926
H  4.539  6.735  -5.009
Br  -5.449  1.382  -2.073
Al  0.786  4.000  4.926
Cl  3.529  5.136  -2.312
F  6.694  -2.455  1.326

Löwdin population analysis, charges in e, atoms 1 to 99: -0.15, -0.21, -0.22, -0.12, -0.23, -0.36, 0.97, -0.24, -0.26, -0.24, 0.66, -0.22, -0.24, -0.25, -0.13, -0.15, -0.12, -0.16, -0.53, -1.04, -0.29, -0.13, -0.31, -0.07, -0.21, -0.19, -0.17, -0.21, -0.22, -0.19, -0.23, 0.00, -0.49, 0.06, 0.05, -0.01, -0.28, -0.07, 0.09, -0.15, 0.08, 0.08, 0.13, 0.09, 0.14, 0.14, 0.11, 0.05, 0.02, 0.03, 0.05, 0.03, 0.04, 0.10, 0.13, 0.10, 0.10, 0.06, 0.07, 0.14, 0.08, 0.04, -0.06, 0.11, 0.13, 0.03, 0.09, 0.11, 0.11, 0.11, 0.12, 0.07, 0.01, 0.10, 0.11, 0.13, 0.06, 0.09, 0.08, 0.10, 0.10, 0.09, 0.09, 0.12, 0.10, 0.08, 0.08, 0.08, 0.10, -0.52, -0.02, -0.24, -0.06, 0.02, 0.11, 0.12, 0.07, 0.09, 0.08

---

Density functional theory data (the ωB97M-V functional and the def2-TZVPD basis) for the ion C8H18BN2 with charge +1 at a distorted geometry.

## Properties
net charge	+1
calculated total energy	-12235.4687	eV
ΔE to the lowest compared entry with this formula, charge and spin	0.0	kcal per mole
structure (SMILES)	C=CB(C)CC/[N+](C)=C/CN
lowest unoccupied orbital energy	-4.11	eV
HOMO	-13.17	eV

Element x y z (Å)
B  1.900  0.432  0.737
C  0.653  1.427  0.958
C  -0.248  1.830  -0.192
C  2.590  -2.044  0.247
C  -2.954  -0.940  0.070
C  1.610  -1.180  0.485
C  -2.117  0.318  0.143
C  3.299  0.811  1.338
C  -1.011  0.349  -2.127
N  -1.107  0.687  -0.652
N  -2.915  -1.724  -1.081
H  0.066  1.033  1.793
H  0.972  2.348  1.428
H  -0.957  2.613  0.069
H  0.400  2.200  -0.920
H  2.457  -3.152  0.184
H  3.596  -1.636  0.070
H  -2.452  -1.203  0.989
H  -4.041  -0.598  0.281
H  0.516  -1.572  0.443
H  -1.985  0.743  1.146
H  3.683  1.854  1.169
H  4.222  0.258  0.974
H  3.199  0.675  2.430
H  -0.034  0.281  -2.498
H  -1.534  -0.632  -2.358
H  -1.296  1.207  -2.751
H  -3.884  -1.715  -1.469
H  -2.628  -2.670  -0.904

How is the electron density shared among the atoms? According to natural (NBO), the charges in e are: 0.85, -0.78, -0.21, -0.27, -0.27, -0.56, 0.27, -1.03, -0.46, -0.25, -0.84, 0.23, 0.25, 0.22, 0.23, 0.21, 0.20, 0.25, 0.24, 0.19, 0.22, 0.25, 0.25, 0.27, 0.23, 0.28, 0.24, 0.40, 0.40

---

Density functional theory data (the ωB97M-V functional and the def2-TZVPD basis) for a structure of composition C25H21BrF4PS5SiSn.

## Properties
net charge	-1
calculated total energy	-184355.6867	eV
ΔE to the lowest compared entry with this formula, charge and spin	12.2	kcal per mole
lowest unoccupied orbital energy	2.11	eV
HOMO	-3.96	eV

Element x y z (Å)
Sn  0.097  -0.608  -1.304
F  5.017  0.250  5.932
C  4.514  0.127  4.698
C  5.324  0.364  3.592
F  6.609  0.703  3.775
C  4.786  0.269  2.317
F  5.584  0.539  1.277
C  3.455  -0.077  2.109
P  2.632  -0.135  0.450
C  3.680  -1.386  -0.366
C  4.901  -1.178  -0.995
C  5.523  -2.233  -1.642
C  4.938  -3.490  -1.667
C  3.716  -3.695  -1.049
C  3.093  -2.646  -0.404
C  3.238  1.432  -0.230
C  3.311  1.553  -1.614
C  3.695  2.752  -2.186
C  3.995  3.839  -1.381
C  3.875  3.736  -0.005
C  3.480  2.544  0.572
C  2.669  -0.343  3.231
Br  0.862  -0.811  3.034
C  3.188  -0.236  4.515
F  2.422  -0.465  5.586
H  5.360  -0.201  -0.993
H  6.478  -2.080  -2.129
H  5.421  -4.310  -2.183
H  3.247  -4.666  -1.078
H  2.132  -2.789  0.065
H  3.056  0.700  -2.235
H  3.760  2.838  -3.261
H  4.315  4.768  -1.829
H  4.090  4.593  0.617
H  3.349  2.486  1.645
S  -4.854  4.684  0.160
C  -3.693  3.614  -0.276
S  -2.175  3.464  0.552
C  -1.555  2.123  -0.379
C  -2.323  1.679  -1.396
S  -1.963  0.399  -2.497
S  -3.855  2.508  -1.607
S  -0.059  1.465  0.156
C  0.404  -4.271  1.618
Si  -0.752  -3.871  0.144
C  -0.009  -4.507  -1.496
C  -2.286  -4.966  0.478
C  -1.194  -2.031  -0.004
H  0.929  -5.214  1.487
H  -0.169  -4.335  2.538
H  1.149  -3.500  1.768
H  0.190  -5.574  -1.474
H  0.918  -3.993  -1.730
H  -0.704  -4.311  -2.306
H  -2.033  -6.021  0.423
H  -3.070  -4.777  -0.247
H  -2.697  -4.775  1.464
H  -1.298  -1.593  0.988
H  -2.180  -1.968  -0.469

How is the electron density shared among the atoms? According to natural (NBO), the charges in e are: 0.75, -0.29, 0.27, 0.25, -0.29, 0.41, -0.31, -0.43, 0.91, -0.38, -0.19, -0.22, -0.19, -0.24, -0.13, -0.37, -0.14, -0.23, -0.21, -0.21, -0.20, -0.15, 0.16, 0.35, -0.30, 0.23, 0.21, 0.21, 0.22, 0.21, 0.22, 0.21, 0.21, 0.21, 0.21, -0.15, -0.56, 0.46, -0.43, -0.41, -0.27, 0.46, -0.27, -1.10, 1.62, -1.11, -1.09, -1.39, 0.22, 0.23, 0.23, 0.22, 0.23, 0.23, 0.22, 0.23, 0.22, 0.23, 0.25

---

Density functional theory data (the ωB97M-V functional and the def2-TZVPD basis) for an isolated molecule of CH2N4O at a distorted geometry.

## Properties
net charge	0
calculated total energy	-9073.8740	eV
ΔE to the lowest compared entry with this formula, charge and spin	55.9	kcal per mole
structure (SMILES)	Oc1nnn[nH]1
lowest unoccupied orbital energy	0.04	eV
HOMO	-10.52	eV

Element x y z (Å)
C  0.208  -0.390  -0.481
H  0.019  -1.906  0.474
H  -0.130  0.141  1.791
N  0.353  0.392  -1.370
N  -0.164  1.658  -0.900
N  -0.423  1.525  0.224
N  -0.392  0.234  0.602
O  0.529  -1.654  -0.340

How is the electron density shared among the atoms? According to natural (NBO), the charges in e are: 0.60, 0.49, 0.43, -0.38, -0.01, -0.03, -0.49, -0.62

---

Question: Which formula does entry 1 have?
Answer: C5H14O

---

Question: Which of these has the lowest calculated total energy?
Answer: C33H65AlBrCaClCsF3N2O16PS3